(1)
DFT (wB97M-V/def2-TZVPD) results for the molecule C2H8NPS at a distorted geometry.

Geometry as XYZ:
```
13
Properties=species:S:1:pos:R:3:nbo_charge:R:1
C -0.91 -1.66 -0.13 -1.145
P -0.08 -0.22 -0.01 1.383
C -0.37 0.81 1.52 -0.950
N 0.06 1.29 -1.54 -1.085
S 1.99 -0.43 0.25 -0.301
H -0.66 -2.21 -0.93 0.223
H -1.96 -1.60 -0.24 0.241
H 0.23 1.66 1.38 0.246
H -1.46 1.17 1.53 0.259
H -0.24 -0.02 2.27 0.273
H 0.77 1.91 -1.16 0.341
H 0.49 0.78 -2.30 0.347
H 2.14 -1.47 -0.64 0.166
```

Its max |F| is 0.08266 hartree/bohr. The calculation puts the total energy at -23815.381 eV. As for the HOMO-LUMO gap: 8.8 eV. Its HOMO energy is -8.3 eV.


(2)
DFT (wB97M-V/def2-TZVPD) results for a cluster of 2 separate species, C2H8NS in total at a distorted geometry.

Geometry as XYZ:
```
12
Properties=species:S:1:pos:R:3:nbo_charge:R:1
S 3.21 -0.71 0.98 -1.080
H 3.76 -1.53 1.88 0.090
C -0.65 1.00 -1.27 -0.426
N -0.27 0.66 0.13 -0.648
C -0.97 -0.54 0.59 -0.406
H -1.67 0.66 -1.45 0.176
H -0.02 0.51 -2.03 0.175
H -0.51 2.07 -1.23 0.197
H 0.71 0.45 0.29 0.405
H -0.67 -0.75 1.61 0.212
H -2.08 -0.39 0.54 0.152
H -0.84 -1.43 -0.05 0.155
```

Its total charge is -1. Its max |F| is 0.03495 hartree/bohr. The calculation puts the total energy at -14529.412 eV. As for the HOMO-LUMO gap: 6.5 eV. Its HOMO energy is -2.6 eV.


(3)
DFT (wB97M-V/def2-TZVPD) results for a cluster of 2 separate species, C2H8NS in total at a distorted geometry.

Geometry as XYZ:
```
12
Properties=species:S:1:pos:R:3:nbo_charge:R:1
S -1.59 -1.41 -1.28 -1.052
H -0.69 -0.65 -0.56 0.060
C 0.45 0.11 1.70 -0.612
C 0.84 1.43 0.88 -0.212
N 1.79 1.20 -0.11 -0.864
H 0.25 0.38 2.78 0.186
H 1.51 -0.34 1.68 0.189
H -0.35 -0.46 1.37 0.241
H 1.27 2.18 1.56 0.164
H -0.18 1.72 0.39 0.172
H 1.57 1.84 -0.94 0.354
H 1.82 0.29 -0.53 0.373
```

Its total charge is -1. Its max |F| is 0.10992 hartree/bohr. The calculation puts the total energy at -14529.015 eV. As for the HOMO-LUMO gap: 6.6 eV. Its HOMO energy is -2.6 eV.


(4)
DFT (wB97M-V/def2-TZVPD) results for a cluster of 2 separate species, C2H8NS in total at a distorted geometry.

Geometry as XYZ:
```
12
Properties=species:S:1:pos:R:3:nbo_charge:R:1
S -0.43 1.17 2.89 -1.068
H -0.76 2.40 3.23 0.087
C 0.32 0.23 -1.60 -0.631
C -0.31 -0.50 -0.49 -0.252
N 0.51 -1.42 0.23 -0.853
H -0.32 1.20 -1.65 0.219
H 0.28 -0.52 -2.42 0.192
H 1.37 0.61 -1.47 0.206
H -1.36 -0.96 -0.74 0.162
H -0.54 0.32 0.32 0.223
H 0.01 -1.69 1.09 0.361
H 1.21 -0.83 0.61 0.353
```

Its total charge is -1. Its max |F| is 0.10657 hartree/bohr. The calculation puts the total energy at -14529.148 eV. As for the HOMO-LUMO gap: 6.8 eV. Its HOMO energy is -2.7 eV.


(5)
DFT (wB97M-V/def2-TZVPD) results for a cluster of 2 separate species, C2H8NS in total at a distorted geometry.

Geometry as XYZ:
```
12
Properties=species:S:1:pos:R:3:nbo_charge:R:1
S -1.05 0.54 -2.07 -1.052
H -1.84 -0.51 -2.39 0.089
C 0.96 -1.53 1.57 -0.403
N 0.50 -0.32 0.85 -0.681
C 0.70 0.91 1.60 -0.412
H 1.95 -1.48 2.04 0.164
H 0.27 -1.79 2.45 0.134
H 0.86 -2.37 0.92 0.198
H 0.00 -0.31 0.00 0.440
H -0.16 1.03 2.40 0.141
H 0.50 1.68 0.84 0.218
H 1.72 1.04 1.98 0.164
```

Its total charge is -1. Its max |F| is 0.09909 hartree/bohr. The calculation puts the total energy at -14529.189 eV. As for the HOMO-LUMO gap: 6.6 eV. Its HOMO energy is -2.6 eV.


(6)
DFT (wB97M-V/def2-TZVPD) results for a cluster of 2 separate species, C2H8NSe in total at a distorted geometry.

Geometry as XYZ:
```
12
Properties=species:S:1:pos:R:3:nbo_charge:R:1
C -0.72 0.37 1.18 -0.703
C -0.59 0.77 -0.26 -0.098
N 0.74 -1.15 -0.65 -1.022
Se -1.66 0.63 -1.65 0.504
H 0.20 0.12 1.57 0.258
H -1.37 -0.46 1.37 0.253
H -0.82 1.22 1.85 0.288
H 0.19 1.35 -0.58 0.207
H 0.43 -2.10 -0.85 0.403
H 1.28 -1.30 0.26 0.387
H 1.43 -0.78 -1.32 0.395
H -2.94 0.09 -0.91 0.126
```

Its total charge is +1. Its max |F| is 0.06019 hartree/bohr. The calculation puts the total energy at -69031.078 eV. As for the HOMO-LUMO gap: 9.1 eV. Its HOMO energy is -14.6 eV.


(7)
DFT (wB97M-V/def2-TZVPD) results for a cluster of 2 separate species, C2H8O2 in total at a distorted geometry.

Geometry as XYZ:
```
12
Properties=species:S:1:pos:R:3:nbo_charge:R:1
C 2.35 1.23 -0.34 -0.264
O 1.38 0.83 0.64 -0.530
C 0.26 0.50 -0.15 -0.253
H 2.66 0.45 -1.06 0.171
H 3.25 1.59 0.19 0.196
H 1.92 2.07 -0.91 0.168
H -0.48 -0.05 0.45 0.185
H 0.63 -0.16 -0.95 0.163
H -0.23 1.37 -0.61 0.165
O -3.99 -3.00 0.98 -0.939
H -4.63 -2.26 0.84 0.470
H -3.11 -2.57 0.91 0.469
```

Its max |F| is 0.02901 hartree/bohr. The calculation puts the total energy at -6297.619 eV. As for the HOMO-LUMO gap: 10.8 eV. Its HOMO energy is -10.2 eV.


(8)
DFT (wB97M-V/def2-TZVPD) results for a cluster of 2 separate species, C2H8O2 in total at a distorted geometry.

Geometry as XYZ:
```
12
Properties=species:S:1:pos:R:3:nbo_charge:R:1
C -0.58 -2.11 -0.94 -0.247
O -0.34 -0.74 -1.12 -0.741
H -1.18 -2.41 -1.85 0.177
H 0.40 -2.60 -0.92 0.157
H -1.11 -2.44 -0.03 0.156
H 0.40 -0.49 -0.47 0.488
C -0.10 1.78 1.25 -0.269
O 0.98 1.02 0.74 -0.759
H -1.08 1.19 0.95 0.208
H 0.15 1.91 2.43 0.175
H -0.22 2.90 0.79 0.173
H 1.68 1.61 0.32 0.483
```

Its max |F| is 0.05775 hartree/bohr. The calculation puts the total energy at -6296.961 eV. As for the HOMO-LUMO gap: 10.6 eV. Its HOMO energy is -9.9 eV.


Repeat the first record exactly.
DFT (wB97M-V/def2-TZVPD) results for the molecule C2H8NPS at a distorted geometry.

Geometry as XYZ:
```
13
Properties=species:S:1:pos:R:3:nbo_charge:R:1
C -0.91 -1.66 -0.13 -1.145
P -0.08 -0.22 -0.01 1.383
C -0.37 0.81 1.52 -0.950
N 0.06 1.29 -1.54 -1.085
S 1.99 -0.43 0.25 -0.301
H -0.66 -2.21 -0.93 0.223
H -1.96 -1.60 -0.24 0.241
H 0.23 1.66 1.38 0.246
H -1.46 1.17 1.53 0.259
H -0.24 -0.02 2.27 0.273
H 0.77 1.91 -1.16 0.341
H 0.49 0.78 -2.30 0.347
H 2.14 -1.47 -0.64 0.166
```

Its max |F| is 0.08266 hartree/bohr. The calculation puts the total energy at -23815.381 eV. As for the HOMO-LUMO gap: 8.8 eV. Its HOMO energy is -8.3 eV.


Please write out number 4 again, unchanged.
DFT (wB97M-V/def2-TZVPD) results for a cluster of 2 separate species, C2H8NS in total at a distorted geometry.

Geometry as XYZ:
```
12
Properties=species:S:1:pos:R:3:nbo_charge:R:1
S -0.43 1.17 2.89 -1.068
H -0.76 2.40 3.23 0.087
C 0.32 0.23 -1.60 -0.631
C -0.31 -0.50 -0.49 -0.252
N 0.51 -1.42 0.23 -0.853
H -0.32 1.20 -1.65 0.219
H 0.28 -0.52 -2.42 0.192
H 1.37 0.61 -1.47 0.206
H -1.36 -0.96 -0.74 0.162
H -0.54 0.32 0.32 0.223
H 0.01 -1.69 1.09 0.361
H 1.21 -0.83 0.61 0.353
```

Its total charge is -1. Its max |F| is 0.10657 hartree/bohr. The calculation puts the total energy at -14529.148 eV. As for the HOMO-LUMO gap: 6.8 eV. Its HOMO energy is -2.7 eV.


Which value of max |F| does entry 3 give?
0.10992 hartree/bohr